Density functional theory data (the ωB97M-V functional and the def2-TZVPD basis) for a cluster of 2 separate species, C4H11N2O in total at a distorted geometry.

Its total charge is +1. The value obtained for the LUMO energy is -8.78 eV. The calculation puts the energy above the lowest of the compared OMol25 structures with the same formula, charge and spin at 193.7 kcal per mole. As for the HOMO energy: -14.59 eV. As for the molar mass: 103.1 g/mol. Its total energy is -343.2555 Eh.

CARTESIAN COORDINATES (ANGSTROEM)
N 1.35212 -0.05013 1.70845
C 1.56327 -0.07251 0.28147
C 0.66875 -0.99399 -0.54214
N -0.79106 -1.03553 -0.30933
C -1.60762 0.01447 -0.88669
C -1.03157 1.42960 -0.72086
O -0.14860 1.79545 -1.48307
H -1.08490 0.94521 1.60726
H 0.36391 0.36126 1.86212
H 1.54209 -0.92302 2.19815
H 1.44191 0.96007 -0.05904
H 2.61031 -0.31946 0.07896
H 1.06805 -2.08116 -0.37813
H 0.79556 -0.75690 -1.66256
H -1.02939 -1.19604 0.66703
H -1.68196 -0.18928 -1.97776
H -2.59585 -0.07072 -0.39788
H -1.43501 2.18268 0.01402

Need the Löwdin charges? In units of e they are:
1. N 0.096
2. C -0.246
3. C -0.163
4. N 0.048
5. C -0.176
6. C -0.226
7. O 0.105
8. H 0.303
9. H 0.018
10. H 0.112
11. H 0.107
12. H 0.148
13. H 0.168
14. H 0.162
15. H 0.106
16. H 0.153
17. H 0.141
18. H 0.145


Density functional theory data (the ωB97M-V functional and the def2-TZVPD basis) for a cluster of 2 separate species, C2H8NO in total at a distorted geometry.

Its total charge is +2. The value obtained for the LUMO energy (alpha / beta) is -9.69 / -17.04 eV. The calculation puts the energy above the lowest of the compared OMol25 structures with the same formula, charge and spin at 75.5 kcal per mole. As for the HOMO energy (alpha / beta): -22.00 / -21.71 eV. The expectation value of S² is 0.754. The spin multiplicity is 2. As for the molar mass: 62.1 g/mol. Its total energy is -210.1069 Eh.

CARTESIAN COORDINATES (ANGSTROEM)
O -0.11759 -1.72551 -1.30415
H -1.16935 -0.08087 0.63649
H -0.99962 -2.18480 -1.17255
H 0.37713 -2.35453 -1.91491
C -0.05321 1.50118 -0.35218
C 0.57740 0.06802 1.45326
N -0.33423 0.49792 0.66671
H -0.81862 1.55488 -1.11586
H 0.93370 1.41215 -0.80725
H -0.03056 2.45459 0.19961
H 0.30694 -0.66274 2.18824
H 1.57960 0.46970 1.54745

Need the Löwdin charges? In units of e they are:
1. O 0.476
2. H 0.173
3. H 0.215
4. H 0.227
5. C 0.017
6. C 0.212
7. N 0.014
8. H 0.114
9. H 0.124
10. H 0.144
11. H 0.133
12. H 0.151


Density functional theory data (the ωB97M-V functional and the def2-TZVPD basis) for a structure of composition C3H3MgNaO2 at a distorted geometry.

Its total charge is 0. The value obtained for the LUMO energy (alpha / beta) is -1.39 / -1.39 eV. The calculation puts the energy above the lowest of the compared OMol25 structures with the same formula, charge and spin at 14.8 kcal per mole. As for the HOMO energy (alpha / beta): -5.44 / -5.44 eV. As for the molar mass: 118.3 g/mol. Its total energy is -628.9215 Eh.

CARTESIAN COORDINATES (ANGSTROEM)
C 0.05569 -0.99913 -0.13053
C -1.17641 -1.41052 -0.46876
H -1.29393 -2.24837 -1.15520
H 0.89972 -1.48870 -0.63867
H -2.06796 -0.82029 -0.24655
O 0.35382 0.10913 0.56886
C 1.01056 2.32349 -0.80391
O 0.12335 3.02446 -0.56981
Na 2.82705 0.88564 0.91438
Mg -0.73188 0.62427 2.53018

Need the Löwdin charges? In units of e they are:
1. C -0.465
2. C -0.053
3. H 0.032
4. H 0.085
5. H 0.035
6. O -0.605
7. C 0.029
8. O 0.020
9. Na 0.485
10. Mg 0.437


Density functional theory data (the ωB97M-V functional and the def2-TZVPD basis) for a structure of composition C10H4BrMgNO5 at a distorted geometry.

Its total charge is +2. The value obtained for the LUMO energy is -8.42 eV. The calculation puts the energy above the lowest of the compared OMol25 structures with the same formula, charge and spin at 0.0 kcal per mole. As for the HOMO energy: -15.89 eV. As for the molar mass: 322.4 g/mol. Its total energy is -3587.9528 Eh.

CARTESIAN COORDINATES (ANGSTROEM)
O 4.12172 0.07548 0.77049
C 2.99610 0.07491 0.56669
Mg -0.49280 0.19113 -0.00598
O 0.64075 -2.93086 -1.18202
C 0.38457 -1.89070 -0.76933
C -2.65175 -0.34298 -0.62841
O -3.70278 -0.67813 -0.96182
C 0.36884 0.93115 -2.05688
O 0.63731 1.16682 -3.15872
C -0.37618 -0.89891 2.06873
O -0.47453 -1.56179 3.00445
Br -3.73316 4.68279 1.33806
C -1.98263 3.93236 1.36226
C -0.94492 4.68752 1.92966
C 0.35068 4.15339 1.95857
C 0.57459 2.86412 1.41476
N -0.44046 2.12689 0.86954
C -1.71111 2.64661 0.82995
H -1.11707 5.68960 2.35360
H 1.22538 4.66036 2.37567
H 1.57780 2.34630 1.38285
H -2.52476 2.06845 0.38813

Need the Löwdin charges? In units of e they are:
1. O 0.102
2. C 0.048
3. Mg 0.414
4. O 0.202
5. C 0.044
6. C 0.104
7. O 0.214
8. C 0.084
9. O 0.188
10. C 0.078
11. O 0.194
12. Br 0.842
13. C -0.623
14. C -0.054
15. C 0.006
16. C -0.083
17. N -0.076
18. C -0.149
19. H 0.137
20. H 0.134
21. H 0.112
22. H 0.085


Density functional theory data (the ωB97M-V functional and the def2-TZVPD basis) for a cluster of 10 separate species, C40H60O30 in total at a distorted geometry.

Its total charge is 0. Its SMILES is C[C@H]1COC(=O)O1.C[C@H]1COC(=O)O1.C[C@H]1COC(=O)O1.C[C@H]1COC(=O)O1.C[C@H]1COC(=O)O1.C[C@H]1COC(=O)O1.C[C@H]1COC(=O)O1.C[C@H]1COC(=O)O1.C[C@H]1COC(=O)O1.C[C@H]1COC(=O)O1. The value obtained for the LUMO energy is -0.16 eV. The calculation puts the energy above the lowest of the compared OMol25 structures with the same formula, charge and spin at 170.7 kcal per mole. As for the HOMO energy: -10.33 eV. As for the molar mass: 1020.9 g/mol. Its total energy is -3817.3119 Eh.

CARTESIAN COORDINATES (ANGSTROEM)
C 17.56387 -4.19154 -0.36414
C 16.14042 -4.04468 -0.77818
C 15.41890 -5.33942 -1.03464
O 14.88138 -5.65257 0.24032
C 14.78931 -4.44309 0.91999
O 14.08303 -4.18432 1.93907
O 15.55138 -3.58252 0.36144
H 18.22860 -4.25679 -1.22552
H 17.89271 -4.87576 0.41805
H 17.89747 -3.27647 0.12522
H 16.02558 -3.30009 -1.56589
H 16.17623 -6.10128 -1.21936
H 14.65417 -5.27816 -1.80892
C 12.74049 -10.15406 10.51659
C 11.73911 -9.09008 10.95860
C 10.89753 -8.52680 9.94955
O 9.63286 -8.50379 10.53712
C 9.62050 -9.14964 11.69600
O 8.55132 -9.39836 12.38016
O 10.86826 -9.51160 12.02896
H 12.17079 -11.08319 10.50064
H 13.52045 -10.28020 11.26748
H 13.34022 -10.03156 9.61468
H 12.35565 -8.25502 11.29126
H 10.82951 -9.12774 9.04273
H 11.32044 -7.54815 9.72264
C 9.04709 -0.54260 2.96210
C 7.79402 0.04387 3.62670
C 7.75520 1.55059 3.85516
O 6.56776 1.92597 3.12783
C 6.05422 0.88221 2.50831
O 4.98430 0.86688 1.91850
O 6.77421 -0.18305 2.73836
H 9.35212 -0.10477 2.01164
H 8.95206 -1.62274 2.85097
H 9.88482 -0.40944 3.64663
H 7.60776 -0.45930 4.57550
H 8.68134 2.01504 3.51656
H 7.64228 1.84738 4.89788
C 7.88288 -7.83122 6.12807
C 7.37643 -7.58148 7.46450
C 8.13493 -6.54318 8.33843
O 7.12483 -6.35670 9.25938
C 5.90749 -6.70824 8.83257
O 4.85166 -6.47963 9.39883
O 5.96384 -7.34477 7.62339
H 8.94349 -7.87673 5.88079
H 7.45923 -7.16074 5.38036
H 7.55777 -8.81957 5.80315
H 7.42908 -8.57096 7.91866
H 8.29713 -5.56263 7.89085
H 8.96606 -6.99055 8.88358
C 11.38404 -3.39058 3.23508
C 11.47492 -4.68072 4.21218
C 12.81128 -4.98558 4.61443
O 12.73123 -5.42415 5.93288
C 11.52260 -5.31858 6.33201
O 11.08698 -5.85914 7.35145
O 10.69440 -4.74164 5.38914
H 10.34493 -3.09974 3.08092
H 11.84078 -3.61109 2.27027
H 11.88045 -2.52700 3.67768
H 10.86880 -5.53325 3.90577
H 13.45671 -4.10745 4.59410
H 13.16585 -5.66618 3.84037
C 10.78262 -11.41772 4.64944
C 12.15889 -11.05572 4.03919
C 12.09580 -10.53928 2.64303
O 12.98743 -9.52054 2.67903
C 13.17085 -9.07623 3.95811
O 13.73166 -8.04195 4.25413
O 12.54773 -9.93973 4.81204
H 10.71715 -11.15525 5.70534
H 10.56931 -12.48458 4.58316
H 9.89451 -10.97515 4.19833
H 12.78730 -11.92610 4.22795
H 11.14108 -10.03253 2.50222
H 12.32759 -11.21823 1.82243
C 10.53430 -1.34339 -1.13173
C 11.88791 -0.70137 -0.68028
C 12.62576 -1.66417 0.17985
O 13.91202 -1.58828 -0.30068
C 13.94302 -1.20058 -1.54852
O 14.87622 -1.30350 -2.26558
O 12.80343 -0.47260 -1.74742
H 9.78088 -0.61755 -1.43768
H 10.09043 -1.79478 -0.24441
H 10.55100 -2.09129 -1.92449
H 11.61636 0.11786 -0.01453
H 12.16785 -2.65083 0.24993
H 12.63291 -1.42791 1.24391
C 15.71211 -1.46194 3.08092
C 17.23635 -1.48895 2.73773
C 18.16724 -0.90934 3.84403
O 19.19409 -1.94681 3.87407
C 18.78824 -3.01239 3.20939
O 19.35500 -4.02588 3.03597
O 17.52233 -2.85334 2.74857
H 15.37201 -0.47755 3.40251
H 15.53913 -2.16203 3.89826
H 15.07031 -1.85752 2.29370
H 17.39904 -1.02561 1.76462
H 17.60477 -0.86957 4.77686
H 18.54779 0.07525 3.57227
C 17.89191 -7.23911 4.20744
C 17.48193 -6.48750 5.47975
C 16.14670 -5.74131 5.47119
O 15.81189 -5.88469 6.86333
C 16.52992 -6.99955 7.35138
O 16.34831 -7.46718 8.47995
O 17.32440 -7.48239 6.43255
H 17.02119 -7.80538 3.87686
H 18.77700 -7.80616 4.49581
H 18.24171 -6.53552 3.45199
H 18.36833 -5.86047 5.57573
H 15.20402 -6.15879 5.11739
H 16.34516 -4.72425 5.13310
C 8.36198 -8.28663 -0.01554
C 8.55647 -6.90600 0.63940
C 9.47181 -6.76396 1.87028
O 10.62566 -6.11822 1.39552
C 10.41967 -5.64977 0.17391
O 11.12513 -4.86697 -0.39457
O 9.28540 -6.18229 -0.28121
H 7.61940 -8.80926 0.58738
H 9.24022 -8.91522 -0.16268
H 7.91969 -8.25167 -1.01116
H 7.59902 -6.43082 0.85295
H 9.82269 -7.76038 2.13882
H 8.83437 -6.29088 2.61725

Löwdin atomic charge list, values in e, 99 entries:
1. C -0.011
2. C -0.332
3. C -0.079
4. O 0.075
5. C -0.468
6. O 0.073
7. O 0.078
8. H 0.096
9. H 0.102
10. H 0.082
11. H 0.149
12. H 0.140
13. H 0.142
14. C -0.005
15. C -0.341
16. C -0.147
17. O 0.072
18. C -0.473
19. O 0.061
20. O 0.119
21. H 0.090
22. H 0.083
23. H 0.092
24. H 0.155
25. H 0.145
26. H 0.145
27. C -0.017
28. C -0.329
29. C -0.056
30. O 0.095
31. C -0.587
32. O 0.134
33. O 0.105
34. H 0.086
35. H 0.064
36. H 0.084
37. H 0.158
38. H 0.130
39. H 0.134
40. C -0.044
41. C -0.333
42. C -0.079
43. O 0.064
44. C -0.526
45. O 0.130
46. O 0.098
47. H 0.087
48. H 0.086
49. H 0.082
50. H 0.155
51. H 0.141
52. H 0.112
53. C 0.030
54. C -0.300
55. C -0.160
56. O 0.140
57. C -0.538
58. O 0.105
59. O 0.074
60. H 0.050
61. H 0.044
62. H 0.083
63. H 0.139
64. H 0.137
65. H 0.127
66. C -0.016
67. C -0.308
68. C -0.145
69. O 0.068
70. C -0.467
71. O 0.149
72. O 0.090
73. H 0.085
74. H 0.081
75. H 0.075
76. H 0.159
77. H 0.125
78. H 0.153
79. C -0.006
80. C -0.285
81. C -0.154
82. O 0.086
83. C -0.558
84. O 0.182
85. O 0.110
86. H 0.076
87. H 0.071
88. H 0.091
89. H 0.149
90. H 0.105
91. H 0.131
92. C -0.006
93. C -0.308
94. C -0.031
95. O 0.090
96. C -0.603
97. O 0.172
98. O 0.044
99. H 0.084


Density functional theory data (the ωB97M-V functional and the def2-TZVPD basis) for a structure of composition C3H5BiO3 at a distorted geometry.

Its total charge is +3. The value obtained for the LUMO energy (alpha / beta) is -18.82 / -18.63 eV. The calculation puts the energy above the lowest of the compared OMol25 structures with the same formula, charge and spin at 46.9 kcal per mole. As for the HOMO energy (alpha / beta): -24.50 / -24.50 eV. The expectation value of S² is 0.752. The spin multiplicity is 2. As for the molar mass: 298.0 g/mol. Its total energy is -556.1459 Eh.

CARTESIAN COORDINATES (ANGSTROEM)
H 0.68387 -1.69844 0.51969
O 0.23231 -0.98054 0.03972
C -1.25914 -0.64407 0.90043
C 0.89866 0.31865 0.08899
O -1.70919 -1.37448 1.68107
O -1.43178 0.52666 0.46513
C -0.28689 1.23067 -0.16272
Bi 0.56769 -1.75157 -3.09103
H 1.70118 0.39989 -0.64695
H 1.33171 0.47519 1.08333
H -0.51937 1.30606 -1.22948
H -0.20905 2.19198 0.35182

Need the Löwdin charges? In units of e they are:
1. H 0.190
2. O -0.051
3. C -0.302
4. C -0.079
5. O 0.397
6. O 0.183
7. C 0.017
8. Bi 1.996
9. H 0.142
10. H 0.178
11. H 0.145
12. H 0.183


- What is the formula in the third record?
  C3H3MgNaO2